Entry 1:
ORCA calculation (ωB97M-V/def2-TZVPD) on one molecule with the formula BrF4NP2S in a non-equilibrium geometry.

The geometry in XYZ format:
```
9
Properties=species:S:1:pos:R:3
F -1.72966 2.07580 0.77337
S -0.66296 2.52451 -0.44414
P 0.09805 0.52235 -0.92731
F -0.63608 0.27693 -2.39352
F 1.58498 0.95453 -1.52530
N 0.12294 -0.88859 -0.17782
P 1.00670 -1.28569 1.14092
F -0.15205 -0.73863 2.26725
Br 0.36809 -3.44120 1.28655
```

As for the structure (SMILES): FSP(F)(F)=NP(F)Br. Its gap between HOMO and LUMO is 0.291 Ha. The calculation puts the relative energy (zero: lowest compared OMol25 entry of this formula, charge and spin) at 2.748 eV. Its net charge is 0. As for the HOMO energy: -0.366 hartree.

Results of the Mulliken charge analysis, in e, for atoms 1 through 6:
1. F -0.208
2. S 0.194
3. P 0.818
4. F -0.237
5. F -0.264
6. N -0.120

---

Entry 2:
ORCA calculation (ωB97M-V/def2-TZVPD) on a 2-piece molecular cluster, C3H9NOSi overall in a non-equilibrium geometry.

The geometry in XYZ format:
```
15
Properties=species:S:1:pos:R:3
C 0.72155 0.30652 -1.38050
C -1.91025 -0.28288 0.18992
C 0.46947 0.95379 1.82092
N 1.28644 -0.80107 -2.02580
O 0.90170 1.50220 -1.53618
Si 0.01673 -0.15991 0.33244
H -2.49821 -1.11221 0.43873
H -2.46400 0.50359 0.58515
H -2.26449 -0.20292 -0.80658
H -0.15453 0.84900 2.66600
H 1.38437 0.81392 2.41484
H 0.35447 2.08200 1.61230
H 1.73708 -0.61672 -2.95376
H 1.05159 -1.72836 -1.74013
H 1.36809 -2.10695 0.38265
```

Its gap between HOMO and LUMO is 0.325 Ha. The calculation puts the relative energy (zero: lowest compared OMol25 entry of this formula, charge and spin) at 3.113 eV. Its net charge is 0. As for the HOMO energy: -0.320 hartree.

Results of the Mulliken charge analysis, in e, for atoms 1 through 6:
1. C 0.644
2. C -1.387
3. C -1.075
4. N -0.436
5. O -0.554
6. Si 0.063

---

Entry 3:
ORCA calculation (ωB97M-V/def2-TZVPD) on C24H34BF4N7SW as an isolated structure in a non-equilibrium geometry.

The geometry in XYZ format:
```
72
Properties=species:S:1:pos:R:3
W -0.09515 0.05908 0.19227
N 4.03083 1.92563 2.01127
C 3.38555 0.97626 1.02054
C 3.70461 -0.44732 1.42707
C 3.12550 -1.44604 0.42411
N 1.64298 -1.53309 0.49431
C 3.54422 -1.10739 -0.99732
C 3.20530 0.32753 -1.35564
N 1.73045 0.48924 -1.42017
C 3.84400 1.30619 -0.37582
H 3.64158 1.77627 2.94599
H 3.87140 2.90150 1.74962
H 5.04216 1.77911 2.06452
H 2.31310 1.14897 1.09287
H 3.32802 -0.64769 2.43493
H 4.78941 -0.60133 1.43871
H 3.53333 -2.42586 0.68006
H 1.39197 -1.94177 1.38980
H 1.34314 -2.19863 -0.21430
H 3.06108 -1.78789 -1.70071
H 4.61959 -1.26406 -1.10534
H 3.61844 0.55201 -2.34137
H 1.41524 -0.09165 -2.18885
H 1.54715 1.43490 -1.73474
H 3.57960 2.33727 -0.63307
H 4.93046 1.20636 -0.47061
N -1.78612 0.44054 -1.34012
C -3.10474 0.66238 -0.70484
C -2.85468 1.58290 0.44751
N -1.82770 0.91115 1.28631
H -1.57709 1.23464 -1.94017
H -1.84416 -0.35447 -1.96722
H -3.47252 -0.30176 -0.34984
H -3.84484 1.06339 -1.39663
H -3.75359 1.80473 1.02164
H -2.42576 2.52250 0.10188
H -2.26128 0.15503 1.81007
H -1.47754 1.56982 1.97566
S 0.42924 -1.03813 4.66337
C 1.28020 0.42186 4.50904
C 1.22634 0.90831 3.23092
C 0.48395 0.09175 2.30891
C -0.01324 -0.98539 3.01205
C -0.87822 -1.98522 2.37607
C -1.42079 -3.09061 3.01195
C -2.23884 -3.94574 2.29307
C -2.50268 -3.67462 0.95835
C -1.93265 -2.55536 0.38746
N -1.12830 -1.72504 1.07395
H 1.75227 0.86332 5.37431
H 1.65320 1.86886 2.98245
H -1.20806 -3.27583 4.05649
H -2.66572 -4.81790 2.77059
H -3.13080 -4.31937 0.36073
H -2.08785 -2.32341 -0.65591
F 1.14226 -2.36546 -3.07508
B -0.05461 -1.74919 -2.91687
F -0.12267 -0.49773 -3.47896
F -1.17932 -2.48895 -3.04149
F -0.06430 -1.42633 -1.31099
N 0.61927 7.63666 -0.48219
C 0.48732 6.50252 -0.36273
C 0.34133 5.07438 -0.21362
C 0.23705 4.25085 -1.32762
C 0.10242 2.87995 -1.15820
C 0.11071 2.24259 0.10124
C 0.16312 3.12663 1.19046
C 0.27908 4.50518 1.05037
H 0.23996 4.68524 -2.31913
H -0.00547 2.30462 -2.07373
H 0.07924 2.75500 2.20141
H 0.31452 5.14296 1.92499
```

Its gap between HOMO and LUMO is 0.258 Ha. The calculation puts the relative energy (zero: lowest compared OMol25 entry of this formula, charge and spin) at 0.000 eV. Its net charge is +2. As for the HOMO energy: -0.475 hartree.

Results of the Mulliken charge analysis, in e, for atoms 1 through 6:
1. W 3.402
2. N 0.195
3. C 0.753
4. C -1.249
5. C -0.128
6. N -0.875